ORCA calculation (wB97M-V/def2-TZVPD) on a 10-piece molecular cluster, C35H97N7O10 overall at a distorted geometry.

```
! wB97M-V def2-TZVPD RIJCOSX def2/J DEFGRID3
* xyz 0 1
C -3.5514 5.1270 4.4294
O -4.0632 4.6892 3.2505
C -3.5746 3.3925 2.7247
C -4.5848 2.9189 1.6540
C -5.9596 2.8393 2.2679
N -4.1131 1.6503 1.0350
H -4.0223 6.1084 4.6604
H -2.4879 5.3528 4.2736
H -3.7214 4.4516 5.3481
H -2.6429 3.5350 2.2380
H -3.5162 2.6382 3.5322
H -4.6459 3.5743 0.8046
H -6.2719 3.8404 2.6148
H -6.0502 2.1054 3.1228
H -6.6168 2.5405 1.4486
H -3.8963 0.9664 1.7781
H -3.1466 1.7644 0.5841
C 1.4275 3.8727 -5.0750
O 2.2070 2.6974 -5.3649
C 1.3648 1.5782 -5.5549
C 2.1931 0.3169 -5.8082
C 3.1233 0.4311 -7.0810
N 1.3409 -0.9244 -5.9151
H 0.5873 3.9269 -5.8072
H 2.1213 4.7351 -5.1345
H 0.9521 3.8343 -4.0345
H 0.7881 1.3845 -4.6304
H 0.6266 1.6962 -6.4153
H 2.8967 0.2244 -4.9768
H 2.6428 0.4050 -8.0167
H 3.9178 -0.3607 -7.0509
H 3.6979 1.4355 -7.0140
H 0.6207 -0.8874 -5.1948
H 0.8361 -0.8174 -6.8271
C 5.8780 -1.5570 -0.9506
O 5.0047 -2.6164 -0.8754
C 4.4517 -3.0704 -2.0905
C 3.9760 -4.5831 -1.8421
C 3.4725 -5.1408 -3.1618
N 3.0189 -4.6062 -0.7386
H 6.1099 -1.3859 0.1086
H 5.4930 -0.6184 -1.4536
H 6.8039 -1.9354 -1.4788
H 3.5362 -2.5220 -2.1852
H 5.1085 -2.9165 -2.9282
H 4.9216 -5.0766 -1.5675
H 2.8304 -4.4531 -3.6534
H 3.0120 -6.1183 -3.0246
H 4.4075 -5.3786 -3.7018
H 2.1178 -4.1227 -0.9359
H 3.5088 -4.0926 -0.0074
C -0.1325 1.7010 1.1967
O 0.4382 0.4140 0.9971
C 0.2194 0.0292 -0.3576
C 1.0746 -1.2269 -0.6124
C 1.0118 -1.5747 -2.0438
N 0.7680 -2.4074 0.1582
H -1.0330 1.8577 0.5744
H 0.5839 2.4768 1.1001
H -0.4512 1.7466 2.2316
H -0.7950 -0.1271 -0.6060
H 0.4973 0.8382 -1.0156
H 2.0719 -0.8607 -0.3039
H 1.4696 -0.7069 -2.5534
H 0.0147 -1.8424 -2.4543
H 1.6087 -2.4150 -2.2766
H -0.1693 -2.6973 -0.0995
H 0.8270 -2.1531 1.1189
C 0.6725 1.9342 5.3543
O 1.7158 0.9100 5.1671
C 2.6651 1.3394 4.1292
C 3.6463 0.2512 3.7830
C 4.7622 0.8253 2.9128
N 3.1563 -0.8760 3.0340
H 0.9411 2.9258 4.9178
H 0.4568 2.0673 6.4202
H -0.2828 1.7420 4.8201
H 2.1418 1.7731 3.2034
H 3.2783 2.1347 4.6636
H 4.0499 -0.0672 4.7445
H 5.3325 -0.0392 2.5299
H 5.4201 1.4668 3.5344
H 4.3160 1.3604 2.0228
H 2.4664 -1.4069 3.5693
H 2.6584 -0.5630 2.2224
C -1.2840 -6.4870 5.3080
O -1.5616 -5.1050 5.2446
C -0.4202 -4.3385 4.9073
C -0.8518 -2.8532 4.9809
C -1.8473 -2.4445 3.8997
N 0.3343 -2.0391 4.9168
H -2.0653 -7.0280 5.8771
H -0.3513 -6.5963 5.8782
H -1.1475 -6.9902 4.3353
H 0.3595 -4.4266 5.6436
H 0.0182 -4.4861 3.9586
H -1.4818 -2.8517 5.8896
H -1.3151 -2.4536 2.8733
H -2.2542 -1.4982 4.2324
H -2.6414 -3.1865 3.9423
H 0.9710 -2.2556 5.7038
H 0.1482 -1.0404 4.9456
C -0.4402 4.1159 -1.4986
O -0.8693 3.0675 -2.3995
C -2.1940 3.3283 -2.8315
C -2.6516 2.2991 -3.8441
C -2.2647 0.8569 -3.3367
N -2.1163 2.5166 -5.2441
H -1.1481 4.2545 -0.5987
H -0.4829 5.0583 -2.1368
H 0.5732 3.8674 -1.2119
H -2.8606 3.2325 -1.9660
H -2.3297 4.2796 -3.2692
H -3.7180 2.3372 -3.9879
H -2.8920 0.5854 -2.4624
H -1.1629 0.8277 -3.1481
H -2.4611 0.2132 -4.2191
H -1.0747 2.5576 -5.2863
H -2.4540 3.3955 -5.5632
C -2.0318 -3.8867 -2.8305
C -2.2667 -5.0576 -1.8628
C -1.5366 -6.2748 -2.3693
O -1.8700 -4.6779 -0.5204
H -2.3927 -4.1064 -3.8262
H -0.9694 -3.6742 -3.0048
H -2.5103 -3.0027 -2.4508
H -3.3611 -5.3123 -1.8757
H -0.4875 -6.1390 -2.3201
H -1.9572 -6.5247 -3.3238
H -1.8479 -7.1460 -1.8059
H -0.9680 -5.0786 -0.3351
C -2.7525 6.8403 -0.1384
C -1.5811 6.8429 0.8437
C -1.5337 8.1986 1.5633
O -1.6746 5.8067 1.8224
H -2.7406 5.9656 -0.8122
H -2.5677 7.6645 -0.8353
H -3.8077 6.8123 0.3718
H -0.6561 6.6665 0.2995
H -2.6004 8.4315 1.7804
H -1.1702 8.9624 0.8746
H -1.0135 8.2901 2.4760
H -2.5910 5.5687 2.0167
C 0.8468 -5.9737 1.9050
O 0.4462 -5.9212 0.5031
H 1.5877 -6.7862 2.1588
H 1.2843 -5.0350 2.2901
H -0.1068 -6.1156 2.4666
H 1.2364 -5.7288 -0.0550
*
```

Output
- E (eV) = -68767.457
- M (g/mol) = 776.20
- highest occupied orbital energy (eV) = -8.852
- frontier orbital gap (hartree) = 0.3424
- LUMO level (eV) = 0.47
- SMILES = COC[C@H](C)N.COC[C@H](C)N.COC[C@H](C)N.COC[C@H](C)N.COC[C@H](C)N.COC[C@H](C)N.COC[C@H](C)N.CC(C)O.CC(C)O.CO